The following is a DFT calculation (wB97M-V/def2-TZVPD) of a molecular structure, C20H31O5P in a non-equilibrium geometry.

E_tot in eV: -40752.7157
Highest occupied orbital energy in eV: -8.1
LUMO level in eV: 0.6
Total charge: 0

Last column: natural (NBO) charge in e.
CARTESIAN COORDINATES (ANGSTROEM)
C -2.4726 -2.8557 1.5458  -0.1899
C -3.7561 -2.8075 1.4899  -0.1873
C -4.4430 -2.1989 0.3853  -0.2127
C -3.8717 -1.8668 -0.7385  -0.2737
C -2.5179 -2.0689 -0.8953  0.3081
C -1.8931 -2.4945 0.4020  -0.0905
C -0.4331 -2.5428 0.3971  -0.1264
H -1.9950 -3.2421 2.1740  0.1864
H -4.4959 -3.1258 2.2679  0.2084
H -5.6421 -2.2888 0.4246  0.2099
H -4.5444 -1.2415 -1.5283  0.2283
O -1.8459 -1.3848 -1.8581  -0.4867
C -2.2960 -1.0750 -3.0099  -0.2200
H -1.4556 -0.4793 -3.4683  0.2440
H -2.9486 -0.0462 -2.7662  0.1109
H -2.9881 -1.6534 -3.3284  0.1774
O 0.3504 -3.0578 1.4151  -0.6893
H -0.0820 -3.1111 -0.5252  0.2084
H 0.3513 -2.1118 1.9846  0.4878
P 0.2264 -0.6402 -0.0791  2.1633
O 0.7172 -0.3370 -1.6181  -1.0625
O 1.2223 -0.3164 1.1366  -0.8748
C 2.7397 -0.4487 0.8569  0.1380
C 3.0381 -1.8232 0.2828  -0.4584
C 4.6128 -1.8470 -0.2538  -0.2959
C 5.2871 -0.8139 -0.7877  -0.5065
C 4.8567 0.2896 -0.0865  -0.3272
C 3.3693 0.7801 0.0010  -0.4182
H 2.9950 1.5102 0.6604  0.2336
H 2.9117 0.5996 -0.8865  0.2346
H 5.2617 1.4286 -0.6973  0.1713
H 5.2606 0.4662 0.7870  0.2027
H 6.3196 -0.8988 -0.8251  0.2425
H 4.7776 -0.9560 -1.8138  0.2079
H 4.8197 -3.0179 -0.5196  0.2360
H 5.0985 -1.8577 1.0244  0.1017
H 2.7054 -2.7002 0.5015  0.2370
H 2.6443 -1.8430 -0.6165  0.2123
H 3.1272 -0.5232 1.8424  0.1864
O -1.0587 0.3287 0.4786  -0.7577
C -0.7163 1.5434 0.4510  0.0666
C -1.7592 2.2225 -0.6379  -0.3324
C -1.6448 3.6300 -0.9047  -0.4118
C -2.0705 4.1418 0.4077  -0.3799
C -1.2890 3.8170 1.4702  -0.4063
C -1.1016 2.1687 1.5962  -0.3979
H -0.5503 1.7429 2.4606  0.2040
H -2.1529 1.7654 1.8334  0.1957
H -1.5110 4.2731 2.3793  0.2231
H -0.2748 4.1269 1.4552  0.2027
H -1.9214 5.4198 0.2859  0.1668
H -3.0453 4.0671 0.4925  0.2028
H -1.9729 4.0998 -1.8591  0.2334
H -0.4481 3.8920 -1.0251  0.1697
H -1.1192 1.6411 -1.6813  0.1696
H -2.6129 1.9235 -0.5319  0.1545
H 0.2379 1.7980 0.0521  0.1801

=====

The following is a DFT calculation (wB97M-V/def2-TZVPD) of 2 unconnected molecules or ions with the total composition C20H32B2BrF3N2O10S.

E_tot in eV: -135100.2854
Highest occupied orbital energy in eV: -7.0
LUMO level in eV: -2.1
Total charge: 0

Last column: Mulliken charge in e.
CARTESIAN COORDINATES (ANGSTROEM)
C -3.4158 -3.2250 -1.9421  -1.0648
C -2.8922 -2.6450 -3.2546  -0.9754
C -2.0342 -1.3288 -3.1876  0.3025
C -0.7790 -1.4313 -4.0838  -1.9126
C -1.7617 -0.9125 -1.7650  0.1865
C -0.8974 -1.6087 -0.9097  1.1550
C -0.0884 -2.7972 -1.3610  -1.5449
C 1.3962 -2.5265 -1.5721  -0.7218
O 2.1956 -3.3600 -1.2409  -0.5633
N 1.7376 -1.3022 -2.2077  0.6294
C 2.1458 -0.2631 -1.2549  -0.9920
C 2.7530 -1.5078 -3.2633  -1.0358
C -0.7946 -1.2361 0.4259  0.3058
C 0.0162 -1.9710 1.4583  -1.7593
C 1.3205 -1.2807 1.9141  -0.3951
C 1.7173 -1.6267 3.3592  -0.8134
C 2.2238 -0.4217 4.1591  -0.7946
O 2.7573 0.5296 3.2512  -0.2387
C 2.7432 1.8279 3.6921  -0.0269
O 2.4601 2.7217 2.9686  -0.3757
N -1.5070 -0.1689 0.8856  0.2416
B -1.4457 0.3006 2.3617  0.8624
O -0.5569 1.2610 2.6622  -0.4880
O -2.3222 -0.2358 3.2489  -0.5330
C -2.3227 0.5182 0.0561  -0.1627
Br -3.1955 1.9876 0.8287  -0.1346
C -2.4894 0.1909 -1.2712  -0.0429
B -3.5056 1.0532 -2.1568  1.1459
O -3.0136 1.8497 -3.1663  -0.4804
O -4.8116 0.9691 -1.8211  -0.5875
C -5.6878 2.0586 -2.1688  -0.7196
H -3.9540 -2.4677 -1.3696  0.2414
H -4.1403 -4.0092 -2.1629  0.4996
H -2.6395 -3.6719 -1.3231  0.1276
H -3.7803 -2.4057 -3.8429  0.4098
H -2.3547 -3.3984 -3.8309  0.4400
H -2.6420 -0.5723 -3.6687  0.2653
H -0.3960 -2.4465 -4.1555  0.4846
H -1.0520 -1.1131 -5.0901  0.4345
H 0.0014 -0.7572 -3.7382  0.3241
H -0.1569 -3.6042 -0.6364  0.7066
H -0.4922 -3.1923 -2.2925  0.6594
H 1.3323 -0.0321 -0.5680  -0.0251
H 2.3508 0.6535 -1.8049  0.5454
H 3.0475 -0.5335 -0.6979  0.4266
H 2.3230 -1.2439 -4.2318  0.2665
H 3.0828 -2.5415 -3.3145  0.3874
H 3.6188 -0.8706 -3.0954  0.3983
H 0.2805 -2.9517 1.0738  0.4494
H -0.6281 -2.1577 2.3228  0.5718
H 2.1254 -1.5843 1.2487  0.3645
H 1.2214 -0.2036 1.8012  0.7052
H 0.8815 -2.0673 3.9087  0.3174
H 2.4856 -2.3998 3.3401  0.4770
H 2.9575 -0.7386 4.9033  0.4314
H 1.3966 0.0180 4.7315  0.4052
H 3.0146 1.9741 4.7472  0.3928
H -0.1276 1.1457 3.5183  0.3007
H -2.6713 -1.0979 3.0018  0.3506
H -3.3349 1.6454 -4.0485  0.3150
H -5.8726 2.0739 -3.2411  0.2947
H -5.2575 3.0061 -1.8538  0.3273
H -6.6215 1.8886 -1.6429  0.2322
C 3.9476 6.4153 2.9056  0.6017
F 2.9273 5.6076 2.5710  -0.2284
F 4.5256 6.8192 1.7604  -0.2495
F 3.4137 7.5045 3.4863  -0.2456
S 5.1611 5.5798 4.0210  1.1445
O 5.6057 4.4549 3.2231  -0.6720
O 4.3444 5.2277 5.1662  -0.6812
O 6.1314 6.6280 4.2341  -0.6628

=====

The following is a DFT calculation (wB97M-V/def2-TZVPD) of 6 unconnected molecules or ions with the total composition C20H32Br2N5O16P2S in a non-equilibrium geometry.

E_tot in eV: -230958.8862
Highest occupied orbital energy in eV: -12.1
LUMO level in eV: -3.8
Total charge: +1

Last column: Mulliken charge in e.
CARTESIAN COORDINATES (ANGSTROEM)
C 3.4391 -2.9385 1.2664  -1.2959
C 3.1115 -2.0615 0.0423  0.0955
Br 2.9038 -3.2213 -1.5278  -0.1300
C 1.8823 -1.1030 0.1890  -0.6022
Br 0.7648 -1.4888 1.7560  -0.0017
N 2.2119 0.3090 0.1188  0.5830
C 1.7743 1.0971 -0.8342  0.4272
P 0.6571 0.7933 -2.3072  0.5118
N -0.0877 2.1130 -2.6870  -0.6379
N 2.2368 2.3454 -0.6798  -0.5793
C 2.9859 2.2589 0.4212  0.5070
N 3.6450 3.3424 0.8642  -0.2376
P 4.7206 3.5181 2.2001  0.3533
O 5.9150 2.6919 2.0028  -0.5397
N 2.9948 1.0357 0.9815  -0.2360
S 3.6845 0.3170 2.3660  -0.0517
H 4.4831 -3.2660 1.1415  0.4350
H 2.8419 -3.8560 1.2572  0.3237
H 3.3969 -2.4135 2.2224  0.3270
H 3.9822 -1.4258 -0.1680  0.4374
H 1.2297 -1.3164 -0.6596  0.3295
H -0.2630 -0.2450 -1.9936  0.1439
H 1.5063 0.4217 -3.3774  -0.1469
H -1.0952 1.9318 -2.6258  0.1731
H 3.4800 4.1818 0.3151  0.3557
H 4.0803 3.1292 3.4032  0.0982
H 5.0903 4.8777 2.2443  0.1075
H 2.8689 0.7817 3.3604  0.2135
C -0.7169 -3.2465 5.5880  0.0229
C 0.3980 -4.2188 5.8755  -0.3762
O 1.5051 -3.6372 5.1724  -0.3123
C 1.2557 -2.3160 5.0413  0.5542
O 2.0547 -1.5151 4.6516  -0.4988
O -0.0061 -2.0131 5.4040  -0.3110
H -1.4297 -3.1672 6.4049  0.3097
H -1.2562 -3.4830 4.6717  0.0323
H 0.6465 -4.2742 6.9368  0.2932
H 0.1866 -5.2210 5.5099  0.2918
C -2.9997 5.1182 0.3187  -0.1792
C -2.8035 3.7345 0.8832  -0.2937
O -3.1467 2.8981 -0.2240  -0.3313
C -2.9706 3.6256 -1.3584  0.7510
O -3.0126 3.1696 -2.4588  -0.6243
O -2.7425 4.9261 -1.0771  -0.3416
H -2.3118 5.8458 0.7450  0.3554
H -4.0196 5.4803 0.4408  0.1460
H -1.7654 3.5385 1.1671  0.2146
H -3.4464 3.5324 1.7371  0.3332
C -1.4485 -6.7620 1.0833  -0.3661
C -0.5117 -5.5800 1.1218  -0.1859
O -1.2335 -4.6355 1.9179  -0.1801
C -2.1042 -5.3372 2.6935  0.5401
O -2.7312 -4.8665 3.5869  -0.5324
O -2.1581 -6.6353 2.3175  -0.3284
H -0.9247 -7.7136 1.0330  0.3157
H -2.1617 -6.7060 0.2589  0.2692
H 0.4345 -5.8097 1.6176  0.2053
H -0.3035 -5.1756 0.1331  0.2677
C -7.3900 3.8323 -2.1319  -0.3031
C -7.2121 4.9253 -3.1558  -0.3134
O -6.8238 6.0430 -2.3523  -0.3268
C -6.2844 5.5602 -1.2113  0.7037
O -5.7090 6.2208 -0.4044  -0.5996
O -6.4774 4.2221 -1.1024  -0.3224
H -7.1408 2.8470 -2.5190  0.2909
H -8.3994 3.8057 -1.7168  0.2674
H -6.4130 4.7079 -3.8670  0.2650
H -8.1255 5.1407 -3.7052  0.3025
C 3.4677 0.0750 -5.5580  -0.3338
C 3.6653 -1.2986 -4.9602  0.1949
O 3.2811 -2.1632 -6.0235  -0.3299
C 3.4294 -1.4727 -7.1916  0.5693
O 3.3529 -1.9535 -8.2686  -0.4860
O 3.6797 -0.1553 -6.9462  -0.3400
H 4.1748 0.8082 -5.1739  0.3305
H 2.4515 0.4544 -5.4151  0.3103
H 4.7091 -1.4947 -4.7037  0.2714
H 3.0466 -1.4703 -4.0785  -0.1552

=====

The following is a DFT calculation (wB97M-V/def2-TZVPD) of a molecular structure, C20H32Cl2LuN3O3 in a non-equilibrium geometry.

E_tot in eV: -90539.6550
Highest occupied orbital energy in eV: -4.6
LUMO level in eV: 0.3
Total charge: 0

Last column: natural (NBO) charge in e.
CARTESIAN COORDINATES (ANGSTROEM)
O 2.6633 2.6367 -0.8827  -0.5202
C 3.4444 3.2586 -0.1718  0.4190
C 4.2955 4.4225 -0.6009  -0.1664
C 4.0851 5.0782 -1.8321  -0.1671
H 3.1353 4.9412 -2.3504  0.2235
C 5.0673 5.9208 -2.3609  -0.2085
H 4.9160 6.4116 -3.3220  0.2142
C 6.2467 6.1657 -1.6465  -0.1934
H 7.0505 6.7577 -2.0906  0.2177
C 6.3789 5.6360 -0.3541  -0.2200
H 7.2468 5.8945 0.2507  0.2167
C 5.4082 4.7820 0.1747  -0.1727
H 5.4744 4.3799 1.1902  0.2241
H 3.5452 2.9588 0.8995  0.1522
C 3.3703 -1.0360 -0.3868  -0.6796
C 2.1554 -1.3065 0.3579  -0.3812
H 4.1009 -1.8546 -0.3560  0.1556
H 3.8266 -0.1210 0.0117  0.2110
H 3.1544 -0.7754 -1.4271  0.2300
C 1.7217 -2.2688 1.1311  -0.3232
C 2.2249 -3.7102 1.0836  -0.6585
H 0.9379 -2.1115 1.8875  0.1510
H 3.2941 -3.6990 0.8182  0.2010
H 1.6925 -4.2804 0.3047  0.1807
H 2.0874 -4.2429 2.0366  0.1813
Lu 0.2483 0.4706 0.1837  1.6618
Cl 0.8608 0.3930 -2.2215  -0.6397
Cl 1.8112 1.3396 1.9581  -0.6543
H -0.2203 4.8299 -2.0665  0.2057
H -1.9326 4.6876 -3.4758  0.2094
C -0.2997 3.8627 -1.5666  -0.4400
C -2.0573 3.6123 -3.3065  -0.4089
N -1.5783 3.2884 -1.9695  -0.3684
H -0.2831 4.0056 -0.4831  0.2250
C -2.0764 2.2661 -1.2881  0.5907
O -1.4448 1.6973 -0.3603  -0.7377
H -3.1161 3.3486 -3.4205  0.2122
H -3.0952 1.9807 -1.5830  0.1507
H 0.5255 3.1974 -1.8563  0.2726
H -1.4734 3.0687 -4.0693  0.2238
H -2.6884 -0.9400 5.0160  0.1980
H -2.4354 1.6300 5.7194  0.1983
C -1.6540 -0.8438 4.6587  -0.4217
C -1.4240 1.5427 5.3000  -0.4017
N -1.4031 0.5370 4.2419  -0.3870
H -1.4709 -1.5352 3.8319  0.2516
C -1.1292 0.8502 2.9833  0.5758
O -1.0208 -0.0102 2.0549  -0.7165
H -1.1065 2.5075 4.8901  0.2223
H -0.9501 1.9181 2.7615  0.1679
H -0.9981 -1.0733 5.5083  0.2091
H -0.7443 1.2359 6.1051  0.2114
C -3.2442 -3.8374 -1.6197  -0.5895
C -2.4817 -3.6595 -0.2907  -0.5172
C -1.6225 -2.4919 -0.2727  0.4221
N -0.9137 -1.5734 -0.2403  -0.3836
H -3.9280 -2.9934 -1.7763  0.2131
H -3.8406 -4.7605 -1.6185  0.2212
H -2.5494 -3.8614 -2.4679  0.2264
H -3.2148 -3.5683 0.5224  0.2486
H -1.8465 -4.5322 -0.0758  0.2612